{"formula": "C6H8N2O3", "method": "ωB97M-V/def2-TZVPD", "charge": 0, "homo_energy_ev": [-7.99, -7.39], "symbols": ["C", "C", "C", "C", "C", "C", "N", "N", "O", "O", "O", "H", "H", "H", "H", "H", "H", "H", "H"], "coordinates": [[-1.91364, -1.21798, -0.32566], [-1.48753, 0.95580, 0.10143], [-0.18268, 1.00907, -0.35254], [1.11751, 0.50756, -0.44860], [1.21761, -0.99904, -0.76331], [2.35248, 1.02431, 0.22253], [-2.08818, -1.02562, 0.94124], [-1.53874, 0.24783, 1.46187], [-2.04373, -1.80969, -1.34349], [-2.43398, 1.55346, -0.34403], [0.46147, 1.26853, -1.46928], [0.82204, -0.98539, -1.73143], [0.60911, -1.47369, 0.07694], [2.26107, -1.42982, -0.76188], [3.27897, 0.71455, -0.33504], [2.49827, 0.62648, 1.15522], [2.17887, 2.02849, 0.26967], [-2.81694, -1.68922, 1.52397], [-2.29196, 0.69437, 2.12239]], "atomic_forces_ev_per_a": [[1.016, 1.158, -1.571], [0.197, 0.417, 1.368], [-0.213, -0.392, 0.861], [2.451, -3.324, 1.380], [0.621, 0.348, 2.450], [0.321, -1.033, -2.975], [-2.497, -2.187, 2.471], [-1.694, -0.328, 0.266], [-0.268, -0.001, 1.471], [-1.561, 0.781, -0.429], [-0.193, 1.193, -1.805], [-1.001, -1.200, -1.414], [0.776, 0.008, -1.603], [-1.078, 0.696, 0.024], [-0.965, 0.707, 0.125], [-0.127, -1.019, 2.491], [0.503, 3.026, 0.369], [2.278, 2.164, -1.437], [1.435, -1.014, -2.044]]}


{"formula": "C5H10O2", "method": "ωB97M-V/def2-TZVPD", "charge": 0, "homo_energy_ev": -9.34, "symbols": ["C", "C", "C", "C", "C", "O", "O", "H", "H", "H", "H", "H", "H", "H", "H", "H", "H"], "coordinates": [[1.95459, 0.67236, -0.95279], [1.15810, -0.03942, -0.11311], [1.54184, -0.29540, 1.29325], [-2.49470, 0.43129, 0.05981], [-0.35831, -0.17604, -0.48780], [-0.63430, -1.49600, -0.92379], [-1.20744, 0.19535, 0.55526], [1.58329, 1.09517, -1.78839], [3.08028, 0.72763, -0.73835], [2.03883, 0.66403, 1.61285], [0.70920, -0.74080, 1.76804], [2.24952, -1.12943, 1.37302], [-3.17259, 0.69239, 0.79533], [-2.77279, -0.51949, -0.51060], [-2.46862, 1.42103, -0.49150], [-0.54782, 0.54491, -1.30706], [-0.65909, -2.04756, -0.14417]], "atomic_forces_ev_per_a": [[1.755, -2.709, 3.770], [-0.779, 2.262, -1.495], [1.884, -0.466, -0.689], [0.725, -0.127, -2.623], [1.511, 0.493, -0.354], [-0.183, 0.631, -0.505], [0.861, -0.155, 0.981], [-0.978, 1.156, -2.913], [-1.849, 0.238, -0.281], [-0.986, -1.334, 0.678], [-1.035, 0.627, 1.388], [0.479, 0.328, -0.168], [-1.187, -0.299, 2.086], [-0.306, 1.787, 0.353], [-0.051, -1.333, -0.476], [0.077, -0.792, -0.160], [0.062, -0.307, 0.409]]}


Number 1: DFT total energy -15467.5206 eV. Number 2: DFT total energy -9439.9045 eV.